The following is a quantum chemistry calculation of a molecular structure, C4H9N3O at a distorted geometry, from the Open Molecules 2025 dataset.

Calculated total energy ... -397.193790 Eh
Relative energy (zero: lowest compared OMol25 entry of this formula, charge and spin) ... 411.8 kJ/mol
E_LUMO ... 0.97 eV
Largest force on an atom ... 0.0759 Eh/bohr

```
17
C4H9N3O, DFT ωB97M-V/def2-TZVPD
C 0.88 -0.40 0.66
C -1.49 -0.24 0.01
C -1.16 -0.90 -1.28
C -1.28 1.05 -0.81
H 3.36 0.72 1.86
H 3.25 0.67 0.34
H 1.13 -0.69 -0.43
H -0.62 0.12 1.83
H -2.53 -0.47 0.48
H -1.99 -1.36 -1.70
H -0.40 -1.70 -1.14
H -2.17 1.59 -1.35
H -0.47 1.63 -0.35
N 3.03 0.15 1.19
N 1.63 0.05 1.57
N -0.48 -0.43 1.00
O -0.67 0.21 -1.89
```



The following is a quantum chemistry calculation of C5H7NO in the gas phase at a distorted geometry, from the Open Molecules 2025 dataset.

Calculated total energy ... -324.656379 Eh
Relative energy (zero: lowest compared OMol25 entry of this formula, charge and spin) ... 178.8 kJ/mol
E_LUMO ... 0.69 eV
Largest force on an atom ... 0.0825 Eh/bohr

```
14
C5H7NO, DFT ωB97M-V/def2-TZVPD
C -1.73 -0.69 -1.21
C -0.60 -0.99 -0.58
C 0.30 -2.16 -0.41
O 0.32 -3.21 -0.97
N 1.00 -1.62 0.62
C 0.21 -0.36 0.60
C 0.75 1.04 0.20
H -2.21 0.18 -0.98
H -2.17 -1.37 -2.06
H 1.48 -2.15 1.38
H -0.46 -0.25 1.54
H 0.62 1.16 -0.88
H 1.86 1.11 0.46
H 0.18 1.81 0.74
```



The following is a quantum chemistry calculation of C17H19N5O3S in the gas phase at a distorted geometry, from the Open Molecules 2025 dataset.

Calculated total energy ... -1556.888236 Eh
Relative energy (zero: lowest compared OMol25 entry of this formula, charge and spin) ... 171.5 kJ/mol
E_LUMO ... 0.54 eV
Largest force on an atom ... 0.0268 Eh/bohr

```
45
C17H19N5O3S, DFT ωB97M-V/def2-TZVPD
C 0.00 -1.07 3.39
O 0.62 -1.54 2.22
C 2.01 -1.41 2.23
C 2.52 -1.90 0.87
N 1.94 -1.11 -0.18
C 0.76 -1.38 -0.80
S -0.12 -2.85 -0.57
C -1.54 -2.53 -1.67
C -2.60 -1.70 -0.94
O -3.58 -2.22 -0.46
N -2.30 -0.39 -0.91
C -2.99 0.64 -0.27
C -4.20 0.48 0.39
C -4.77 1.60 0.97
C -4.12 2.82 0.88
C -2.91 2.88 0.19
C -2.16 4.17 0.04
N -2.37 1.81 -0.36
N 0.43 -0.40 -1.61
N 1.38 0.53 -1.53
C 2.29 0.13 -0.67
C 3.46 0.89 -0.35
C 4.43 0.79 0.63
C 5.32 1.86 0.42
C 4.83 2.54 -0.66
O 3.72 1.97 -1.13
H 0.34 -1.62 4.28
H 0.19 0.00 3.54
H -1.07 -1.23 3.26
H 2.47 -2.01 3.03
H 2.29 -0.35 2.38
H 3.61 -1.84 0.81
H 2.20 -2.93 0.72
H -1.17 -2.03 -2.56
H -1.95 -3.51 -1.91
H -1.42 -0.08 -1.33
H -4.67 -0.49 0.44
H -5.71 1.52 1.50
H -4.54 3.71 1.32
H -1.21 3.97 -0.45
H -2.73 4.87 -0.56
H -1.98 4.62 1.01
H 4.50 0.06 1.41
H 6.19 2.10 1.00
H 5.19 3.42 -1.17
```



The following is a quantum chemistry calculation of C3H5NO in the gas phase, from the Open Molecules 2025 dataset.

Calculated total energy ... -247.116086 Eh
Relative energy (zero: lowest compared OMol25 entry of this formula, charge and spin) ... 501.9 kJ/mol
E_LUMO (alpha / beta) ... -0.18 / -0.18 eV
Largest force on an atom ... 0.0076 Eh/bohr

```
10
C3H5NO, DFT ωB97M-V/def2-TZVPD
O 0.91 0.15 1.55
C 0.82 -0.53 0.47
C 0.32 0.35 -0.70
C -1.06 -0.01 -0.59
N -0.73 1.12 0.01
H 1.56 -1.31 0.23
H 0.85 0.82 -1.52
H -1.96 -0.50 -0.93
H -0.24 -1.20 0.45
H -0.40 1.08 1.05
```